{
  "formula": "C35H53ClGaN3O7PSbSi",
  "method": "ωB97M-V/def2-TZVPD",
  "symbols": ["Ga", "O", "C", "O", "C", "C", "Cl", "N", "N", "C", "C", "O", "O", "C", "C", "C", "C", "C", "C", "H", "H", "H", "H", "H", "H", "C", "C", "Sb", "C", "C", "C", "C", "H", "H", "H", "H", "H", "H", "H", "H", "H", "H", "H", "H", "H", "H", "H", "C", "C", "C", "C", "C", "C", "H", "H", "H", "H", "H", "H", "H", "H", "H", "C", "Si", "C", "C", "N", "C", "C", "C", "C", "C", "C", "H", "H", "H", "H", "H", "H", "H", "H", "H", "H", "H", "H", "H", "H", "C", "O", "P", "O", "C", "O", "C", "H", "H", "H", "H", "H", "H", "H", "H", "H"],
  "xyz": [[-0.06, 0.33, 0.14], [4.69, -0.97, 3.42], [3.78, -0.96, 4.39], [4.08, -1.13, 5.54], [2.36, -0.74, 3.99], [1.30, -0.69, 4.87], [1.29, -1.06, 6.52], [0.17, -0.40, 4.18], [0.45, -0.30, 2.85], [1.77, -0.47, 2.74], [2.44, -0.42, 1.41], [3.66, -0.51, 1.36], [1.74, -0.29, 0.34], [-1.14, -0.22, 4.71], [-2.23, -0.67, 3.99], [-3.51, -0.51, 4.50], [-3.70, 0.08, 5.74], [-2.60, 0.55, 6.45], [-1.32, 0.41, 5.93], [4.29, -0.76, 2.53], [-2.08, -1.12, 3.03], [-4.35, -0.85, 3.92], [-4.69, 0.19, 6.15], [-2.73, 1.03, 7.40], [-0.48, 0.83, 6.48], [-1.15, -0.03, -4.75], [0.23, -0.63, -4.55], [1.05, -0.01, -2.64], [3.16, -0.36, -2.93], [3.56, -0.86, -4.31], [1.12, 2.09, -3.11], [1.68, 2.45, -4.48], [-1.61, -0.41, -5.66], [-1.09, 1.06, -4.84], [-1.81, -0.26, -3.92], [0.92, -0.33, -5.33], [0.18, -1.72, -4.55], [3.47, -1.05, -2.15], [3.63, 0.61, -2.71], [3.08, -1.80, -4.55], [4.64, -1.01, -4.36], [3.30, -0.15, -5.09], [1.73, 2.52, -2.31], [0.11, 2.49, -2.97], [2.70, 2.09, -4.60], [1.70, 3.53, -4.62], [1.08, 2.02, -5.28], [0.51, 5.46, 1.53], [0.67, 4.88, 0.11], [2.09, 5.15, -0.40], [-0.36, 5.51, -0.83], [0.44, 3.43, 0.16], [0.21, 2.24, 0.16], [0.72, 6.53, 1.51], [1.20, 4.97, 2.22], [-0.50, 5.30, 1.89], [2.29, 6.22, -0.40], [2.20, 4.79, -1.43], [2.83, 4.65, 0.22], [-0.21, 6.59, -0.87], [-1.37, 5.30, -0.49], [-0.24, 5.10, -1.84], [-2.12, -2.85, 1.13], [-2.43, -1.86, -0.45], [-4.30, -1.86, -0.68], [-1.66, -2.77, -1.91], [-1.83, -0.23, -0.25], [-2.67, 0.88, -0.52], [-2.80, 1.96, 0.36], [-3.64, 3.02, 0.08], [-4.38, 3.04, -1.09], [-4.25, 1.99, -1.99], [-3.40, 0.94, -1.71], [-2.07, -3.91, 0.90], [-2.93, -2.71, 1.84], [-1.19, -2.57, 1.63], [-4.69, -2.81, -0.33], [-4.60, -1.73, -1.71], [-4.77, -1.07, -0.10], [-1.75, -3.85, -1.77], [-0.60, -2.54, -2.02], [-2.16, -2.52, -2.85], [-2.23, 1.97, 1.28], [-3.71, 3.84, 0.78], [-5.04, 3.87, -1.31], [-4.80, 2.00, -2.92], [-3.28, 0.14, -2.43], [0.38, -5.64, 0.94], [1.17, -4.94, -0.01], [1.28, -3.29, 0.06], [2.10, -3.07, 1.43], [3.38, -3.66, 1.66], [2.50, -3.17, -1.01], [2.39, -3.75, -2.30], [0.86, -6.60, 1.11], [-0.63, -5.80, 0.55], [0.32, -5.10, 1.89], [3.52, -3.72, 2.74], [4.16, -3.03, 1.23], [3.43, -4.66, 1.23], [1.70, -3.17, -2.93], [2.05, -4.78, -2.25], [3.38, -3.71, -2.75]],
  "multiplicity": 1,
  "orbital_gap_ev": 8.31,
  "total_energy_ha": -5312.59050,
  "lumo_ha": 0.010
}